Here is 2 unconnected molecules or ions with the total composition C25H56N3O2PS2 at a distorted geometry from the OMol25 dataset. Energies are from ωB97M-V/def2-TZVPD.

Geometry as ORCA input:
```
! wB97M-V def2-TZVPD RIJCOSX def2/J DEFGRID3
* xyz 0 1
C 4.69310 2.37291 3.50653
C 4.37997 2.59918 2.02799
C 5.13824 1.63498 1.10991
C 4.56474 0.21685 1.14766
N 3.71379 -0.10513 -0.01224
C 4.41254 0.04982 -1.32488
C 4.15836 1.32582 -2.14671
C 2.73619 1.86356 -2.12356
C 2.35223 2.57821 -0.82419
C 1.19949 3.59479 -0.91291
C 0.18373 3.39787 -2.01628
O -0.89100 4.23028 -1.69378
P -1.07957 4.45146 0.06895
C -2.50972 5.62584 -0.28305
N -1.27289 4.45720 1.85684
C -0.34937 5.25123 2.64805
C 0.89094 4.49821 3.16540
O 0.41596 3.45770 0.23997
C 2.92883 -1.22350 0.14902
S 2.99206 -2.27071 1.40678
S 1.68824 -1.52643 -1.11251
C 0.38744 -0.29422 -0.82679
C -0.09432 -0.18922 0.61864
C -1.23093 -1.17106 0.97423
H 4.01413 2.94516 4.13726
H 5.71542 2.68704 3.72025
H 4.59443 1.31662 3.76355
H 3.30589 2.52980 1.84179
H 4.66504 3.62002 1.76026
H 5.14709 2.04105 0.10239
H 6.17960 1.59741 1.43902
H 5.33870 -0.54727 1.25869
H 3.93116 0.13010 2.02921
H 5.47733 0.01723 -1.08262
H 4.20473 -0.83292 -1.92466
H 4.39958 1.05993 -3.18063
H 4.86495 2.11106 -1.87239
H 2.61350 2.55864 -2.95696
H 2.05426 1.03097 -2.31675
H 2.01834 1.84385 -0.09459
H 3.22676 3.05135 -0.36792
H 1.61065 4.61185 -0.99065
H 0.53839 3.56600 -3.03776
H -0.17793 2.35482 -1.97892
H -1.90997 3.25957 0.06340
H -0.19281 5.59536 0.06434
H -2.58498 6.28823 0.58121
H -2.22345 6.23335 -1.14270
H -3.45921 5.11972 -0.45758
H -1.23292 3.49748 2.16784
H -0.87681 5.64106 3.53041
H -0.03589 6.12670 2.08064
H 1.19483 4.84804 4.15365
H 1.73757 4.59292 2.48243
H 0.67761 3.42846 3.22896
H -0.42427 -0.66890 -1.45395
H 0.65335 0.67979 -1.20896
H -0.42687 0.83346 0.78642
H 0.73423 -0.37723 1.30047
H -1.70018 -1.56493 0.06500
H -2.01634 -0.66559 1.53501
H -0.85777 -2.01814 1.55016
C -1.53480 -5.29017 -2.57287
C -1.80929 -4.17977 -1.55448
C -2.68733 -4.51741 -0.36285
N -4.18538 -4.40680 -0.54741
C -4.56860 -2.96763 -0.63388
C -4.71982 -5.17692 -1.71767
C -4.65312 -6.61484 -1.25501
C -5.17443 -6.51588 0.18975
C -4.85944 -5.07551 0.63581
H -2.34549 -5.45246 -3.28262
H -0.65856 -5.02859 -3.16322
H -1.32356 -6.23824 -2.07500
H -2.15537 -3.27156 -2.05227
H -0.84952 -3.91056 -1.10614
H -2.48033 -3.81943 0.44891
H -2.46821 -5.51892 0.00604
H -4.07475 -2.51575 -1.48873
H -4.26191 -2.46635 0.28063
H -5.64637 -2.90220 -0.75381
H -5.75603 -4.86052 -1.84198
H -4.17164 -4.92193 -2.61795
H -3.62727 -6.98048 -1.27951
H -5.25064 -7.27656 -1.87643
H -4.72182 -7.25775 0.84283
H -6.25046 -6.67608 0.21690
H -4.18910 -5.01268 1.48793
H -5.76290 -4.51270 0.85470
*
```

Output
LUMO = -0.8 eV
electronic energy = -2438.46418 a.u.
Kohn-Sham gap = 4.95 eV
energy above the lowest of the compared OMol25 structures with the same formula, charge and spin = 0.0000 eV

Charges computed using Löwdin, reported in e: C -0.10; C -0.27; C -0.18; C -0.21; N -0.15; C -0.16; C -0.18; C -0.19; C -0.14; C -0.42; C -0.27; O -0.34; P 0.52; C -0.25; N -0.22; C -0.36; C -0.12; O -0.32; C -1.10; S 0.65; S 0.84; C -0.47; C -0.27; C -0.10; H 0.07; H 0.07; H 0.07; H 0.09; H 0.11; H 0.08; H 0.11; H 0.11; H 0.08; H 0.12; H 0.10; H 0.11; H 0.10; H 0.11; H 0.08; H 0.09; H 0.10; H 0.14; H 0.11; H 0.10; H 0.03; H 0.05; H 0.01; H 0.01; H 0.01; H 0.03; H 0.08; H 0.08; H 0.05; H 0.05; H 0.06; H 0.07; H 0.02; H 0.10; H 0.08; H 0.04; H 0.07; H 0.07; C -0.08; C -0.21; C -0.12; N -0.27; C 0.03; C -0.10; C -0.13; C -0.12; C -0.08; H 0.06; H 0.08; H 0.08; H 0.11; H 0.11; H 0.12; H 0.14; H 0.11; H 0.11; H 0.11; H 0.14; H 0.12; H 0.11; H 0.13; H 0.12; H 0.12; H 0.14; H 0.13

Here is 3 unconnected molecules or ions with the total composition C25H58B2ClN6O4 at a distorted geometry from the OMol25 dataset. Energies are from ωB97M-V/def2-TZVPD.

Geometry as ORCA input:
```
! wB97M-V def2-TZVPD RIJCOSX def2/J DEFGRID3
* xyz 1 1
C -1.90814 6.61557 -0.76444
C -0.71837 7.61201 -0.24039
N 0.27471 6.98858 0.71380
C -0.37152 6.41038 1.95101
C -0.29767 7.64071 3.06042
B 0.87328 8.78553 2.91752
N 2.22120 8.79248 3.62353
O 0.60482 9.90950 1.96368
C -0.48746 6.81480 4.46363
N -0.15114 5.48566 4.17611
Cl -0.34460 4.41933 5.54456
C 0.31614 5.15179 2.74336
C -0.08411 3.61403 2.25312
C 0.10454 3.36063 0.64363
C 1.50298 2.61985 0.21548
C 1.34203 1.07600 -0.31112
C 2.26024 0.12281 0.65911
O 3.26838 -0.60432 -0.12834
C 4.48986 0.18788 -0.34417
C 5.78053 -0.62047 -1.03304
O 4.65566 1.48619 -0.07651
B 1.96285 5.10464 2.93730
N 2.95027 5.46219 1.79951
O 2.63348 4.75703 4.24007
H -2.89989 6.92447 -0.18419
H -2.13951 6.73305 -1.92333
H -1.73229 5.47577 -0.56867
H -1.18842 8.58309 0.22086
H -0.11094 7.95336 -1.19849
H 0.93822 6.33242 0.24813
H -1.51918 6.16139 1.96075
H -1.29073 8.27136 2.94143
H 2.60386 9.78347 3.66895
H 2.94026 8.26181 3.04532
H 1.39296 9.97779 1.31696
H -0.87842 7.17614 5.53224
H 0.58479 2.84394 2.85505
H -1.22456 3.37715 2.50616
H 0.04119 4.35879 0.02851
H -0.79577 2.68486 0.24447
H 2.28765 2.74291 1.09927
H 1.96364 3.24542 -0.68995
H 0.20581 0.79920 -0.34746
H 1.75819 1.03479 -1.42687
H 1.52303 -0.70007 1.10674
H 2.73256 0.66435 1.58443
H 5.91683 -0.27194 -2.16105
H 5.64885 -1.78614 -1.01272
H 6.74464 -0.31598 -0.40605
H 2.61456 5.08924 0.88458
H 3.82600 4.91408 2.05038
H 2.32535 3.84045 4.51197
C -3.02882 -4.31054 -3.00103
C -3.75215 -3.26611 -2.15553
N -2.93635 -2.72449 -1.06543
C -3.71243 -1.96447 -0.08077
C -4.39046 -0.68307 -0.55431
C -1.65697 -2.12684 -1.44650
C -1.68036 -0.98211 -2.45358
H -2.62651 -5.11634 -2.37822
H -3.72684 -4.75769 -3.71690
H -2.20839 -3.87170 -3.57709
H -4.63245 -3.76122 -1.72667
H -4.12695 -2.47407 -2.81207
H -3.07552 -1.72933 0.78097
H -4.48957 -2.62723 0.32219
H -3.67202 0.12325 -0.70428
H -5.09792 -0.33916 0.20852
H -4.95640 -0.82782 -1.47917
H -1.01528 -2.91888 -1.85225
H -1.12541 -1.78980 -0.54679
H -2.32095 -1.19123 -3.31422
H -0.66872 -0.81151 -2.83862
H -2.00539 -0.04497 -1.99657
C 0.00159 -10.10195 0.54610
C 0.64685 -9.64393 -0.75880
N -0.30285 -9.06510 -1.71286
C 0.24952 -8.91110 -3.06219
C 1.41438 -7.94308 -3.24103
C -1.09952 -7.93632 -1.23287
C -0.35424 -6.71248 -0.71142
H -0.82961 -10.78958 0.35813
H 0.73928 -10.62889 1.16074
H -0.36989 -9.25801 1.13543
H 1.10767 -10.53074 -1.21177
H 1.46210 -8.95027 -0.52849
H -0.55386 -8.62855 -3.75378
H 0.57765 -9.90004 -3.40846
H 1.08882 -6.90389 -3.18721
H 1.85978 -8.08456 -4.23214
H 2.20670 -8.10313 -2.50401
H -1.75730 -8.29624 -0.43192
H -1.79304 -7.61363 -2.02061
H 0.45999 -6.97359 -0.03051
H -1.04662 -6.07088 -0.15489
H 0.05183 -6.10669 -1.52436
*
```

Output
LUMO = -4.4 eV
electronic energy = -2126.31962 a.u.
Kohn-Sham gap = 4.73 eV

Charges computed using Löwdin, reported in e: C -0.12; C -0.23; N -0.05; C -0.19; C -0.07; B -0.41; N 0.10; O 0.01; C 0.09; N -0.41; Cl 0.78; C -0.23; C -0.10; C -0.18; C -0.21; C -0.14; C -0.18; O -0.10; C -0.28; C -0.02; O -0.04; B -0.42; N 0.14; O 0.02; H 0.09; H 0.09; H 0.06; H 0.13; H 0.14; H 0.10; H 0.17; H 0.17; H 0.09; H 0.09; H 0.14; H 0.19; H 0.13; H 0.14; H 0.09; H 0.13; H 0.10; H 0.13; H 0.10; H 0.14; H 0.14; H 0.13; H 0.11; H 0.09; H 0.11; H 0.06; H 0.11; H 0.10; C -0.08; C -0.26; N -0.19; C -0.25; C -0.09; C -0.25; C -0.09; H 0.06; H 0.08; H 0.07; H 0.12; H 0.10; H 0.11; H 0.11; H 0.05; H 0.07; H 0.07; H 0.10; H 0.10; H 0.07; H 0.07; H 0.05; C -0.09; C -0.27; N -0.19; C -0.25; C -0.09; C -0.25; C -0.09; H 0.08; H 0.07; H 0.06; H 0.12; H 0.10; H 0.11; H 0.11; H 0.05; H 0.07; H 0.07; H 0.10; H 0.11; H 0.07; H 0.07; H 0.05

Here is 3 unconnected molecules or ions with the total composition C25H58BN6O4P2 at a distorted geometry from the OMol25 dataset. Energies are from ωB97M-V/def2-TZVPD.

Geometry as ORCA input:
```
! wB97M-V def2-TZVPD RIJCOSX def2/J DEFGRID3
* xyz -1 1
C -0.49969 -7.86638 -1.66033
O -1.01571 -6.56722 -1.70332
C -0.55314 -5.78986 -0.57371
B -0.47796 -4.18535 -0.83328
C -1.75858 -3.56566 -1.63240
O -3.09637 -3.96058 -1.15868
C -3.31517 -3.86219 0.16228
C -3.06365 -2.70377 0.89077
C -3.32277 -2.67437 2.24868
C -3.00336 -1.42170 3.04327
C -3.84922 -3.77433 2.90068
C -4.13352 -4.92495 2.17143
C -3.86838 -4.97385 0.81472
C -4.17933 -6.22058 0.01296
C -3.76738 -7.52672 0.69419
C -5.69299 -6.24332 -0.27096
H 0.56415 -7.87809 -1.93769
H -1.09428 -8.53268 -2.28847
H -0.54604 -8.25004 -0.62872
H 0.47579 -6.12426 -0.35765
H -1.12484 -6.05403 0.33045
H 0.52951 -3.87092 -1.47332
H -0.36706 -3.63587 0.27167
H -1.72062 -3.93628 -2.66013
H -1.68880 -2.47652 -1.72669
H -2.63266 -1.85275 0.37848
H -3.67283 -0.59431 2.81257
H -3.02334 -1.66551 4.10650
H -1.96632 -1.14915 2.83158
H -4.06592 -3.75223 3.96214
H -4.54248 -5.81106 2.64119
H -3.69258 -6.20214 -0.96035
H -4.24647 -7.69092 1.65969
H -2.68190 -7.59770 0.76793
H -4.06365 -8.34690 0.03136
H -6.25809 -6.36585 0.65674
H -5.95185 -7.02687 -0.98821
H -6.00283 -5.29945 -0.72540
O -0.53822 -0.72650 -3.24847
P 0.32207 0.43656 -2.93205
N -0.78499 1.73841 -3.02007
C -0.44177 3.10656 -3.31853
C -1.93911 1.65062 -2.13813
N 1.37865 0.43090 -4.30877
C 0.96746 1.10790 -5.52748
C 1.86917 -0.91385 -4.60221
N 1.49157 1.15201 -1.94740
C 1.17272 1.22716 -0.53063
C 2.70357 1.82433 -2.36233
H -0.04698 3.65930 -2.44875
H -1.33640 3.63287 -3.66080
H 0.28173 3.18529 -4.12506
H -1.71547 2.02519 -1.12789
H -2.27503 0.61764 -2.05022
H -2.77470 2.22878 -2.54122
H -0.07630 0.90411 -5.80107
H 1.60337 0.79197 -6.35626
H 1.10765 2.18749 -5.44798
H 1.12737 -1.52470 -5.12661
H 2.13228 -1.43787 -3.68213
H 2.77397 -0.84816 -5.21348
H 0.88047 2.24848 -0.24964
H 2.02005 0.92621 0.09130
H 0.34751 0.55769 -0.27965
H 2.46157 2.77272 -2.85507
H 3.31284 1.23247 -3.03880
H 3.34296 2.06136 -1.50711
O 2.71500 7.33696 1.50023
P 2.56024 6.05518 2.24879
N 3.60938 6.33492 3.57463
C 4.28762 5.30706 4.32680
C 3.31126 7.49537 4.39842
N 3.21025 4.94182 1.09437
C 4.64110 4.67697 1.04669
C 2.73052 5.22643 -0.26561
N 1.64170 4.83523 2.98441
C 0.62851 5.23980 3.95402
C 1.84595 3.39874 2.86236
H 3.65049 4.82776 5.08715
H 5.14025 5.75037 4.84651
H 4.69522 4.52911 3.68649
H 2.55297 7.27352 5.16380
H 2.94271 8.31585 3.78401
H 4.21347 7.85028 4.90339
H 5.24882 5.58854 1.11961
H 4.89167 4.17527 0.11145
H 4.94137 3.98667 1.83783
H 3.29760 6.05352 -0.70682
H 1.67498 5.50302 -0.27362
H 2.82701 4.35008 -0.90943
H 0.95868 5.05621 4.98337
H -0.31028 4.70654 3.79149
H 0.40685 6.30466 3.85832
H 2.77676 3.10057 3.35313
H 1.87564 3.04864 1.83582
H 1.03663 2.85029 3.34895
*
```

Output
LUMO = 1.9 eV
electronic energy = -2324.37582 a.u.
Kohn-Sham gap = 6.29 eV

Charges computed using Löwdin, reported in e: C -0.17; O -0.23; C -0.24; B -0.48; C -0.17; O -0.08; C -0.26; C 0.03; C -0.29; C -0.06; C -0.07; C -0.04; C -0.14; C -0.36; C -0.07; C -0.07; H 0.08; H 0.07; H 0.07; H 0.08; H 0.08; H 0.05; H 0.05; H 0.09; H 0.06; H 0.12; H 0.07; H 0.06; H 0.07; H 0.09; H 0.10; H 0.13; H 0.06; H 0.06; H 0.07; H 0.07; H 0.07; H 0.08; O -0.25; P 0.65; N -0.30; C -0.13; C -0.13; N -0.33; C -0.14; C -0.14; N -0.31; C -0.12; C -0.12; H 0.08; H 0.08; H 0.05; H 0.07; H 0.07; H 0.08; H 0.09; H 0.08; H 0.05; H 0.08; H 0.08; H 0.08; H 0.07; H 0.08; H 0.08; H 0.07; H 0.07; H 0.07; O -0.29; P 0.65; N -0.31; C -0.13; C -0.14; N -0.32; C -0.13; C -0.14; N -0.32; C -0.12; C -0.10; H 0.08; H 0.08; H 0.05; H 0.07; H 0.07; H 0.08; H 0.09; H 0.08; H 0.06; H 0.08; H 0.08; H 0.05; H 0.08; H 0.08; H 0.08; H 0.07; H 0.06; H 0.09

Among the records above, which one has the lowest electronic energy?
C25H56N3O2PS2

Among the records above, which one has the lowest LUMO?
C25H58B2ClN6O4